8
Properties=species:S:1:pos:R:3:forces:R:3:nbo_charge:R:1 method="wB97M-V/def2-TZVPD" molar_mass_g_mol=151.028 homo_lumo_gap_ev=9.9676
C 2.8269 -0.0737 0.0588 -3.690 0.279 -1.198 -0.17
Br 4.6583 0.1123 0.0949 -1.156 -0.152 0.103 0.19
S -0.8504 1.3141 -0.1327 1.216 -0.313 0.546 -0.06
C 0.1760 -0.2580 -0.3961 1.014 3.806 0.097 -0.52
H -0.0215 -0.5606 -1.3601 -0.413 -0.543 -2.288 0.24
H -0.0926 1.7697 0.9282 -0.591 -0.351 -0.753 0.14
C 1.5980 -0.0841 -0.1858 4.906 -0.101 1.041 -0.04
H -0.2106 -0.9354 0.2302 -1.284 -2.625 2.450 0.23

111
Properties=species:S:1:pos:R:3:forces:R:3:lowdin_charge:R:1 method="wB97M-V/def2-TZVPD" molar_mass_g_mol=852.702 homo_lumo_gap_ev=8.0385
H 4.2978 3.7859 3.8279 0.784 0.349 0.068 0.08
H 5.2957 -0.6313 1.7232 -0.284 -0.182 -0.461 0.08
H 1.1026 -0.2154 -0.9722 0.031 -0.517 -0.016 0.08
H 5.0769 -3.9886 -2.2476 -0.330 0.441 0.482 0.13
C 5.5927 -2.0197 -1.5213 2.950 -0.089 1.412 -0.16
C -5.7155 3.2757 -2.0283 -1.018 -0.265 -0.041 -0.20
O -2.5830 -3.7362 -3.1519 0.181 0.368 0.441 -0.31
H -5.4323 0.8112 -0.1393 -0.904 -1.149 0.294 0.09
H -0.7497 0.8284 2.1586 -0.196 -0.027 -0.322 0.07
H 1.5351 -2.8325 2.9384 0.276 -0.696 -0.539 0.09
C 3.2786 -2.7938 -1.9791 -0.859 0.403 1.033 -0.11
H 6.4781 -1.7388 1.1610 1.151 -0.239 -0.310 0.06
H 1.9595 -0.4098 -2.5269 -0.888 -1.029 0.989 0.10
O 2.4400 3.2175 1.1020 0.109 -0.938 0.311 -0.35
C -4.7483 1.6075 -0.1791 2.400 0.632 0.168 -0.21
C 2.6443 2.8770 4.8161 0.313 -1.002 0.922 -0.22
O -3.2678 2.4144 -2.2593 1.998 0.190 -0.232 -0.31
H 6.9896 -0.0450 -0.8434 1.207 0.267 -0.130 0.06
H -2.2101 -2.5329 4.9017 0.517 0.881 -0.028 0.11
H 6.6334 -2.3223 -1.1238 -1.306 -0.134 -0.701 0.14
C 5.9882 0.3076 -0.7790 -1.444 0.764 0.306 -0.04
C 0.8336 -2.2691 3.5149 1.559 1.022 -0.498 -0.24
C 2.2346 -2.3451 0.2619 -0.322 -1.121 2.447 -0.06
H -3.0515 -3.5261 1.2320 0.266 0.114 -1.965 0.15
H 0.4891 4.4449 3.6276 -0.111 0.117 -0.360 0.11
H -6.5628 3.1653 -2.7551 1.365 -0.247 0.145 0.12
C -1.3854 0.3175 -5.2208 -0.138 -3.113 1.673 -0.25
S 2.4826 3.9080 2.3752 0.518 -0.377 -1.998 0.69
O -1.9029 0.2364 0.5091 0.424 1.083 -0.474 -0.40
H 0.9355 -1.2381 3.0431 -0.302 -0.926 0.967 0.14
H 3.1866 1.1078 -0.3440 -0.212 0.838 -0.438 0.07
C -4.1363 -2.3609 -0.2207 0.730 1.083 -0.403 -0.22
H -4.4250 -1.1762 -2.1274 0.132 -0.274 0.385 0.08
H 0.4470 2.6238 5.0702 0.366 -0.079 -0.100 0.11
H 4.6837 -3.5948 -0.5700 -0.219 -0.706 0.755 0.09
C -0.4097 2.7687 -5.0355 0.017 -0.243 0.647 -0.16
C -6.3584 3.3443 -0.6392 -0.057 1.569 -0.819 -0.24
Cu -1.5904 0.7667 -1.3224 0.203 -0.552 0.004 0.37
C -1.1215 1.2088 1.1749 0.854 -1.065 0.937 -0.30
H -1.3296 -2.2551 -0.1376 -0.477 0.219 -0.592 0.10
H 5.8775 1.0470 0.0743 0.195 -0.737 -1.173 0.10
H 1.4980 -3.2174 5.4153 0.330 -2.487 0.699 0.07
H 2.5915 3.8223 5.3575 0.184 0.196 -0.129 0.11
H -3.7000 1.2732 0.1274 -1.203 0.290 0.389 0.10
H 2.8249 -3.2108 0.6141 0.102 0.133 -0.488 0.08
H -5.0786 4.1122 -2.2631 -0.026 0.533 -0.050 0.09
C 0.8952 3.5505 3.1591 0.523 -0.690 1.560 -0.20
H -1.0054 -2.6849 2.4153 0.090 0.319 0.516 0.10
O -1.7886 -1.3968 -2.7345 -0.451 -0.668 0.118 -0.37
H -2.5955 3.4985 -5.1804 0.308 0.241 0.473 0.11
S -2.5117 -2.5854 -2.2729 0.387 0.997 -0.132 0.72
H 2.3415 -1.6502 1.1253 -0.634 -0.169 -0.701 0.08
C 5.2001 -0.9754 -0.4749 -1.641 0.607 -0.844 -0.51
O 3.3249 0.3232 0.1669 0.051 -1.584 0.010 -0.04
C 1.2194 2.5441 4.2934 0.805 -0.361 0.672 -0.22
O -0.4178 -2.4368 6.9324 -0.553 -0.354 1.602 -0.32
C -4.1719 -2.1694 -1.7264 1.135 1.225 -0.328 -0.19
H -6.7131 4.3744 -0.4079 -0.085 -0.780 -0.269 0.14
H -3.6986 -1.5118 0.3265 -0.461 0.383 -0.525 0.11
O 2.8734 5.2895 2.1837 -0.487 -0.034 1.537 -0.33
H 2.0147 -1.5897 5.2636 0.988 0.318 -0.227 0.09
H -3.4442 -4.4339 -0.2575 -0.360 -0.217 -0.155 0.11
S -0.1382 -1.5977 5.8216 0.091 0.112 -1.694 0.67
C -1.8922 -3.0485 -0.6588 0.254 0.478 0.465 -0.23
S -0.0594 1.0587 -4.3263 -0.432 1.458 0.344 0.74
H -1.7137 -0.6103 -4.5831 0.866 1.571 -1.336 0.12
H -0.6818 -3.8240 3.7270 0.432 0.451 -0.250 0.13
H -0.9528 -0.0141 -6.1427 0.114 -0.088 -0.752 0.11
H 1.1939 -2.7665 0.1829 0.769 0.740 0.070 0.09
H -3.1643 1.1660 -6.0585 -0.730 -0.752 -0.789 0.10
C -1.9117 2.7303 -5.5150 1.166 -1.314 -0.274 -0.17
C 4.6653 -3.2091 -1.5637 0.754 -0.137 -1.264 -0.19
H -3.0728 1.1949 -4.3154 0.670 0.429 -0.891 0.10
H 3.3191 -2.3570 -2.9645 -0.123 0.065 -0.489 0.11
H -7.1586 2.6305 -0.6157 -0.766 -0.160 0.054 0.11
C 1.5446 -0.9830 -1.6291 0.764 1.168 -1.151 -0.04
C -5.3357 2.9303 0.3363 1.999 -0.334 0.771 -0.23
H 0.3227 2.8466 -5.8662 -0.503 0.432 0.599 0.10
H -0.2220 1.6138 0.6978 0.419 -0.687 -0.633 0.06
H -0.2368 3.4691 -4.1702 0.084 -0.655 -1.123 0.12
C 2.7076 -1.7018 -0.9897 0.847 -0.079 -0.849 -0.54
O 1.2470 0.4918 -4.5950 -1.029 0.605 -0.171 -0.30
C -3.1517 -3.4448 0.0751 0.286 -1.252 2.437 -0.23
H 3.1034 2.1562 5.5666 -0.952 0.535 -0.952 0.14
H -4.5073 3.6601 0.3923 -0.358 -0.129 0.014 0.13
H -1.9316 2.7393 -6.5996 0.376 0.642 -0.245 0.10
H -5.1199 -2.5241 0.1060 -1.287 -0.414 0.789 0.10
H 4.8405 -2.3050 1.2245 0.396 0.717 -0.002 0.08
O -0.4640 1.2021 -2.9253 0.209 -0.079 -0.308 -0.36
H -1.2192 -3.8359 -0.8706 0.697 -1.077 -0.036 0.09
H -5.7514 2.8448 1.3239 -0.027 -0.250 0.526 0.12
H 2.5746 -3.6589 -1.9695 0.391 0.605 -0.136 0.13
C -1.3592 -1.9279 4.5197 0.409 -1.941 -0.728 -0.19
H -1.6037 -1.0371 4.0150 -0.749 1.372 -0.016 0.07
C -2.4797 1.3047 -5.2645 -1.021 1.121 1.862 -0.23
H 4.0296 2.2317 3.0712 -0.117 -0.961 0.076 0.09
H 5.6491 0.7602 -1.7662 0.475 -0.532 1.300 0.11
N 3.7497 -0.6672 -0.8216 1.292 0.822 1.111 -0.05
C 1.2849 -2.3158 4.9799 -1.680 3.369 -1.032 -0.19
H 0.2238 3.0199 2.5019 -0.064 0.597 -0.709 0.06
H 0.8208 -1.7476 -1.8870 -0.438 0.234 -0.398 0.08
H 1.2640 1.4807 4.0108 -0.423 0.458 -0.480 0.10
H 5.8757 -1.5252 -2.4543 -0.765 -0.139 -0.244 0.12
S -4.5354 1.8815 -1.9092 -4.412 0.252 -0.882 0.67
C 5.4811 -1.4221 0.9788 -1.908 -0.409 0.125 -0.03
O 0.0639 -0.1655 5.9279 -0.193 -0.532 0.207 -0.33
C 3.5740 3.0293 3.6185 -1.472 2.081 -0.540 -0.19
O -5.1516 0.7868 -2.6496 1.019 -0.035 0.143 -0.33
H -4.7353 -2.8855 -2.2556 -1.071 -0.984 -0.296 0.09
H -1.5715 2.1456 1.4090 -1.513 0.904 0.299 0.04
C -0.5748 -2.7579 3.4292 -1.229 -0.806 0.963 -0.21

36
Properties=species:S:1:pos:R:3:forces:R:3:nbo_charge:R:1 method="wB97M-V/def2-TZVPD" molar_mass_g_mol=224.184 homo_lumo_gap_ev=8.5532 total_charge=+1
O -0.8266 0.1959 2.8818 -0.178 -0.832 0.234 -0.95
H -0.5536 0.2509 -2.7382 0.417 1.247 0.074 0.53
O 3.1664 1.8909 0.2148 0.878 -0.554 -0.348 -0.97
O 0.5304 -1.9561 1.8378 -2.817 -1.919 0.479 -0.94
O 0.0104 2.2209 -1.2262 -0.850 1.875 -2.537 -0.93
O 0.9944 1.8049 2.0278 0.615 0.108 -0.547 -0.98
H -1.6386 2.7809 1.5578 1.029 0.265 0.729 0.49
H -0.9356 -1.1391 -3.2532 0.025 -0.064 0.084 0.52
H -0.9436 2.2909 -1.4082 0.365 0.564 0.328 0.47
O 1.6274 -1.2821 -0.8782 1.075 -1.244 -0.798 -0.98
O -2.9696 -1.1581 -0.8832 2.668 0.405 1.310 -1.00
H 1.2114 -1.4471 1.5088 2.501 1.724 -0.769 0.49
H 2.0414 -1.6671 -1.7172 -0.580 0.570 1.819 0.51
H 1.6674 1.5899 2.6768 0.422 0.309 0.237 0.48
H -0.2886 -2.5151 0.4168 0.653 -0.004 0.695 0.54
H 0.8784 -2.6841 2.3408 0.564 -0.427 0.495 0.51
H 0.2904 1.2219 2.3298 -0.532 -0.099 0.737 0.47
H -1.7496 1.4819 0.5958 -0.001 1.222 0.695 0.47
H 1.9164 0.2059 -1.7232 -0.223 -0.526 0.401 0.46
H 2.4784 1.9389 0.8578 -0.824 0.362 0.665 0.47
O -0.7906 -2.5781 -0.4152 1.020 2.628 0.120 -1.04
Be -1.2856 -1.0851 -0.7202 0.472 1.329 -0.887 1.72
H 2.2834 -1.4151 -0.1632 0.012 0.137 -0.987 0.49
H -0.5136 -0.7311 2.7898 -0.327 0.891 0.213 0.49
H 1.3704 1.3919 -2.5382 2.080 -0.379 0.960 0.48
H 0.0404 1.4729 -0.6942 0.199 -1.834 1.613 0.46
O 2.2294 0.9599 -2.2092 -1.616 1.211 -1.799 -0.96
O -0.8236 0.0209 0.2278 1.064 -0.194 0.047 -1.38
H 2.7324 1.4959 -0.5522 0.261 0.484 -0.382 0.47
H -3.3886 -1.3511 -0.0672 -1.034 -0.164 1.348 0.53
H 0.0714 0.2969 0.5848 -1.416 -0.846 -0.831 0.51
H -1.1436 -3.4091 -0.5122 -1.475 -3.023 -0.503 0.52
H -3.5676 -1.2351 -1.5722 -1.796 -0.102 -2.266 0.53
O -2.1376 2.3369 0.8978 -1.323 -1.180 -1.461 -0.98
O -0.8556 -0.6001 -2.4562 -0.640 -1.536 0.409 -1.01
H -1.1266 0.4039 1.9818 -0.686 -0.402 0.423 0.48

19
Properties=species:S:1:pos:R:3:forces:R:3:nbo_charge:R:1 method="wB97M-V/def2-TZVPD" molar_mass_g_mol=87.166 homo_lumo_gap_ev=9.9519
H 1.5147 -1.0820 1.1477 -0.079 0.341 0.203 0.19
H -0.6200 2.2615 -1.6962 0.312 -0.331 -0.262 0.20
N 0.3290 -0.0683 -0.2037 -0.673 0.402 1.435 -0.44
C -0.2211 -2.1989 0.9777 -0.376 0.155 0.410 -0.61
H 0.1307 -0.3319 1.9592 -0.026 0.593 -0.004 0.18
H -1.6887 0.3700 0.3870 0.487 -0.324 0.185 0.20
H -0.4527 1.6066 0.7042 -0.487 0.357 -0.117 0.17
C -1.2767 1.4577 -1.3547 0.266 1.007 0.075 -0.63
H 1.2364 1.3712 -1.2591 0.809 0.010 -0.300 0.20
H 0.0283 -2.7290 1.9022 0.145 -0.234 -0.246 0.20
H 2.3590 0.0130 -0.7422 -0.356 0.131 -0.454 0.20
H -2.2337 1.9938 -1.3249 -0.081 -0.542 0.393 0.21
H 0.0700 -2.7540 0.0910 0.343 -0.082 0.054 0.21
H -1.3226 0.6528 -2.0777 -0.039 0.007 -0.294 0.22
C 0.4515 -0.8245 1.0428 0.770 -1.780 -0.737 -0.22
H 2.0065 1.2968 0.3355 -0.767 -0.029 0.356 0.17
C 1.5410 0.6918 -0.4658 0.229 -0.030 -0.458 -0.42
H -1.3056 -2.1819 0.9610 -0.322 0.375 -0.059 0.20
C -0.8059 0.8690 -0.0317 -0.156 -0.024 -0.182 -0.23

11
Properties=species:S:1:pos:R:3:forces:R:3:nbo_charge:R:1 method="wB97M-V/def2-TZVPD" molar_mass_g_mol=83.090 homo_lumo_gap_ev=10.7602
H -1.4487 0.2052 -1.5765 0.066 -0.086 -0.068 0.22
C 1.1799 -0.0919 -0.3180 0.087 -0.095 0.291 -0.60
C -0.2669 -0.0259 0.2725 -0.403 -0.005 0.708 0.58
C 1.9375 0.5352 0.7876 -0.466 -0.039 0.691 0.22
H -1.9778 -1.0493 -0.4102 0.022 0.077 -0.175 0.25
H -2.1909 0.6518 -0.0039 -0.017 -0.160 -0.298 0.25
H 1.2415 0.1862 -1.3812 0.232 0.509 0.688 0.25
N 1.8635 0.6382 1.9441 1.590 0.569 -1.017 -0.24
C -1.5374 -0.0545 -0.5248 -0.029 -0.019 -0.254 -0.71
O -0.3997 0.1047 1.4606 -0.500 -0.361 -0.274 -0.49
H 1.5989 -1.0998 -0.2503 -0.583 -0.389 -0.292 0.28

12
Properties=species:S:1:pos:R:3:forces:R:3:nbo_charge:R:1 method="wB97M-V/def2-TZVPD" molar_mass_g_mol=77.083 homo_lumo_gap_ev=11.1053
H -2.3676 1.5628 -0.2097 0.564 -0.537 -0.142 0.20
C 1.7838 0.3257 0.2592 0.331 -0.055 -0.446 -0.26
H 2.4112 0.0726 1.1181 -0.350 -0.056 -0.009 0.20
H -0.1882 -1.2074 -0.7895 -1.054 -1.612 -0.493 0.48
C -1.6047 0.9240 0.2608 0.610 -0.086 -0.302 -0.11
N -0.4479 0.8176 -0.2870 -0.531 0.396 1.730 -0.13
H 1.9605 1.3747 0.0008 -0.237 -0.135 0.084 0.19
H -1.8803 0.4148 1.1985 0.387 0.302 -0.294 0.18
O 0.4267 0.0653 0.5990 -0.790 0.606 -0.483 -0.44
O -0.7374 -1.9817 -1.1145 0.720 1.048 0.542 -0.95
H -1.4359 -2.0652 -0.4495 0.286 0.033 -0.199 0.46
H 2.0799 -0.3032 -0.5861 0.064 0.097 0.012 0.18

no.,LUMO (Eh)
1,0.022
2,0.009
3,-0.150
4,0.045
5,0.020
6,0.032